1.
Density functional theory data (wB97M-V/def2-TZVPD) for 2 unconnected molecules or ions with the total composition C2H9N5.

The value obtained for the gap between HOMO and LUMO (alpha / beta) is 7.13 / 8.51 eV. Its total charge is +2. The molar mass is 103.1 u.

Geometry as XYZ:
```
16
Properties=species:S:1:pos:R:3:mulliken_charge:R:1
C 1.59 -0.53 0.00 0.442
C -2.95 0.05 -0.14 -0.789
N -0.76 0.30 -0.15 -0.423
N 2.18 0.59 0.17 0.093
N 1.85 -1.79 -0.17 -0.238
N 1.68 1.80 -0.14 -0.508
N -1.66 -0.41 0.22 0.408
H -2.98 0.96 -0.77 0.355
H -3.64 -0.68 -0.45 0.360
H -3.41 0.26 0.75 0.384
H 3.18 0.72 0.56 0.365
H 2.52 -1.97 -0.93 0.322
H 1.26 -2.46 0.40 0.329
H 1.88 2.52 0.57 0.313
H 0.70 1.89 -0.55 0.359
H -1.43 -1.27 0.63 0.226
```

=====

2.
Density functional theory data (wB97M-V/def2-TZVPD) for C5H9P in the gas phase.

Its SMILES is CC#P=C(C)C. The value obtained for the gap between HOMO and LUMO (alpha / beta) is 8.03 / 7.80 eV. The molar mass is 100.1 u.

Geometry as XYZ:
```
15
Properties=species:S:1:pos:R:3:mulliken_charge:R:1
C 1.33 1.18 -0.48 0.068
C -0.54 -0.13 -0.83 0.493
C 1.51 0.95 0.94 -0.610
C -1.50 0.40 0.12 -1.312
C -0.26 -1.61 -0.74 -1.112
P 0.50 0.90 -1.89 -0.207
H 0.51 0.84 1.52 0.147
H 2.26 1.81 1.29 0.266
H 1.97 -0.10 1.26 0.237
H -2.60 0.06 -0.05 0.304
H -1.49 1.47 -0.06 0.407
H -1.30 0.20 1.12 0.373
H -0.39 -1.88 0.29 0.291
H 0.86 -1.86 -1.14 0.275
H -0.86 -2.23 -1.35 0.379
```

=====

Computed ΔE to the lowest compared entry with this formula, charge and spin, in the same sequence as the records: 169.2; 87.4 kcal/mol.